This record from OMol25 describes a structure of composition C23H48NOP3RuS. The level of theory is ωB97M-V/def2-TZVPD.

Its expectation value of S² is 8.811. Its total charge is +3. The calculation puts the energy above the lowest of the compared OMol25 structures with the same formula, charge and spin at 0.0 kcal per mole. The spin multiplicity is 6. The calculation puts the electronic energy at -2551.203473 Eh. Its HOMO-LUMO gap (alpha / beta) is 7.89 / 3.34 eV.

Atoms and positions in Å:
Ru  -0.343  -0.492  -1.195
P  -1.116  -2.556  -1.188
P  2.028  -0.849  -0.488
P  -1.970  0.703  -0.139
H  4.194  1.922  -2.864
C  3.270  2.491  -3.058
C  2.598  3.121  -2.068
H  2.746  2.865  -1.014
C  -1.398  -3.249  -2.855
C  0.057  -3.813  -0.571
C  -2.597  -3.025  -0.249
C  3.370  0.368  -0.083
C  2.514  -2.011  0.887
C  2.832  -1.666  -1.927
C  -1.795  2.514  0.123
C  -2.407  0.225  1.568
C  -3.605  0.610  -1.014
H  2.944  2.577  -4.110
H  1.772  3.800  -2.298
H  -1.954  -4.196  -2.772
H  -0.429  -3.442  -3.337
H  -1.961  -2.541  -3.478
H  -0.337  -4.816  -0.778
H  0.187  -3.700  0.512
H  1.034  -3.703  -1.055
H  -2.929  -4.020  -0.569
H  -3.410  -2.314  -0.411
H  -2.373  -3.062  0.822
H  4.306  -0.140  0.224
H  3.043  0.996  0.754
H  3.592  1.016  -0.938
H  3.609  -2.087  0.991
H  2.123  -3.019  0.733
H  2.114  -1.640  1.840
H  3.930  -1.631  -1.859
H  2.515  -1.132  -2.828
H  2.516  -2.707  -2.017
H  -2.620  2.893  0.736
H  -1.789  3.041  -0.839
H  -0.852  2.706  0.648
H  -3.164  0.894  1.980
H  -1.507  0.314  2.185
H  -2.776  -0.801  1.628
H  -3.777  1.545  -1.560
H  -4.429  0.466  -0.305
H  -3.594  -0.215  -1.736
C  -1.120  1.461  -4.474
C  -1.787  1.417  -5.745
C  -1.958  2.564  -6.517
C  -1.433  3.790  -6.082
C  -0.812  3.856  -4.828
C  -0.681  2.726  -4.024
S  -0.802  -0.003  -3.648
H  -0.058  -1.078  0.258
H  -2.104  0.463  -6.171
H  -2.439  2.519  -7.500
H  -1.454  4.657  -6.750
H  -0.380  4.811  -4.528
H  -0.166  2.831  -3.080
O  0.868  0.986  2.272
C  0.939  0.481  3.396
C  1.271  1.264  4.667
C  0.148  1.209  5.718
C  0.240  0.003  6.632
C  -0.033  -1.330  5.939
C  0.921  -1.639  4.788
N  0.667  -0.848  3.583
H  2.219  0.873  5.082
H  1.449  2.305  4.355
H  0.218  2.126  6.310
H  -0.825  1.245  5.212
H  1.233  -0.039  7.090
H  -0.484  0.121  7.440
H  0.074  -2.140  6.671
H  -1.072  -1.363  5.586
H  1.966  -1.479  5.097
H  0.818  -2.690  4.496
H  0.416  -1.341  2.728

These are the Mulliken partial charges, in e, on atoms 1 to 4: atom 1 (Ru): -0.6281, atom 2 (P): 1.3077, atom 3 (P): 1.3429, atom 4 (P): 1.2715

***

This record from OMol25 describes a structure of composition C2H6OP2. The level of theory is ωB97M-V/def2-TZVPD.

Its total charge is 0. The calculation puts the energy above the lowest of the compared OMol25 structures with the same formula, charge and spin at 69.2 kcal per mole. The spin multiplicity is 1. The calculation puts the electronic energy at -837.583457 Eh. Its HOMO-LUMO gap is 9.36 eV.

Atoms and positions in Å:
C  -0.501  0.297  -0.157
C  0.480  -0.307  0.721
O  -0.077  -1.101  -0.203
P  -2.368  0.490  0.247
P  2.680  0.389  0.012
H  -0.209  0.925  -0.990
H  0.127  -0.305  1.680
H  -2.166  -0.525  1.219
H  -2.781  -0.479  -0.679
H  2.068  1.305  -0.872
H  2.745  -0.690  -0.977

These are the Mulliken partial charges, in e, on atoms 1 to 4: atom 1 (C): -0.2582, atom 2 (C): -0.2010, atom 3 (O): -0.3387, atom 4 (P): -0.0661

***

This record from OMol25 describes a structure of composition C9H12. The level of theory is ωB97M-V/def2-TZVPD.

Its total charge is 0. The calculation puts the energy above the lowest of the compared OMol25 structures with the same formula, charge and spin at 204.7 kcal per mole. The spin multiplicity is 1. The calculation puts the electronic energy at -349.778741 Eh. Its HOMO-LUMO gap is 9.67 eV.

Atoms and positions in Å:
C  0.447  -2.351  0.486
C  -0.703  -1.870  0.347
C  -0.983  -0.283  0.271
C  -0.176  0.544  1.272
C  0.594  1.630  0.348
C  -0.590  1.852  -0.670
C  -0.621  0.344  -1.120
C  0.829  0.002  -1.226
C  1.485  0.767  -0.377
H  1.572  -2.070  0.614
H  0.569  -3.659  0.821
H  -1.925  -2.529  0.352
H  -2.016  -0.151  0.386
H  0.640  0.027  1.992
H  -0.787  1.202  1.467
H  0.626  2.638  0.713
H  -1.355  2.012  -0.047
H  -0.104  2.459  -1.815
H  -1.180  -0.365  -1.692
H  0.847  -0.805  -1.953
H  2.832  0.605  -0.168

These are the Mulliken partial charges, in e, on atoms 1 to 4: atom 1 (C): -0.5106, atom 2 (C): -0.4730, atom 3 (C): 0.1842, atom 4 (C): -1.4406

***

This record from OMol25 describes a structure of composition C33H49IrN4O7SSi. The level of theory is ωB97M-V/def2-TZVPD.

Its expectation value of S² is 0.754. Its total charge is +1. The calculation puts the energy above the lowest of the compared OMol25 structures with the same formula, charge and spin at 79.5 kcal per mole. The spin multiplicity is 2. The calculation puts the electronic energy at -2824.307284 Eh. Its HOMO-LUMO gap (alpha / beta) is 7.43 / 6.41 eV.

Atoms and positions in Å:
Ir  0.027  0.127  -0.001
O  1.857  0.590  3.820
C  1.542  0.455  2.657
O  0.362  0.443  2.163
C  2.676  0.259  1.636
C  3.998  0.251  2.115
C  5.009  0.073  1.220
C  4.708  -0.006  -0.157
C  5.712  -0.122  -1.144
C  5.393  -0.105  -2.472
C  4.057  0.081  -2.867
C  3.058  0.166  -1.933
C  3.348  0.078  -0.557
N  2.354  0.123  0.380
H  4.143  0.357  3.180
H  6.042  0.032  1.544
H  6.745  -0.190  -0.826
H  6.166  -0.196  -3.222
H  3.819  0.183  -3.918
H  2.046  0.404  -2.223
C  2.806  -4.454  -1.587
C  2.170  -3.734  -2.771
N  1.461  -2.527  -2.350
C  0.174  -2.219  -2.453
S  -0.302  -0.553  -2.456
N  -0.798  -3.111  -2.594
C  -0.822  -4.549  -2.344
C  -2.030  -4.897  -1.483
H  3.413  -5.284  -1.946
H  2.051  -4.856  -0.909
H  3.450  -3.769  -1.034
H  1.491  -4.389  -3.312
H  2.956  -3.427  -3.463
H  2.063  -1.725  -2.182
H  -1.706  -2.687  -2.724
H  0.087  -4.847  -1.826
H  -0.879  -5.088  -3.293
H  -1.974  -4.392  -0.518
H  -2.059  -5.972  -1.313
H  -2.957  -4.608  -1.982
O  2.626  2.614  -0.350
C  1.467  2.980  -0.293
O  0.397  2.247  -0.334
C  1.180  4.470  -0.196
C  2.151  5.368  -0.623
C  1.930  6.733  -0.524
C  0.748  7.214  0.008
C  -0.215  6.308  0.425
C  -0.012  4.939  0.331
N  -1.477  6.810  0.956
O  -2.423  6.036  0.987
O  -1.525  7.963  1.319
H  3.080  4.983  -1.019
H  2.687  7.429  -0.859
H  0.560  8.274  0.098
H  -0.765  4.253  0.682
C  -3.415  -0.865  -1.108
Si  -2.369  -0.120  0.315
C  -3.136  -0.890  1.947
C  -2.959  -2.405  1.772
C  -2.375  -0.432  3.192
C  -4.623  -0.597  2.132
C  -3.314  2.064  0.037
C  -2.923  2.638  1.359
C  -2.555  2.569  -1.149
C  -4.783  1.917  -0.209
H  -4.487  -0.772  -0.940
H  -3.194  -1.930  -1.207
H  -3.175  -0.390  -2.058
H  -1.926  -2.667  1.530
H  -3.616  -2.793  0.991
H  -3.223  -2.908  2.705
H  -1.307  -0.615  3.105
H  -2.749  -0.971  4.067
H  -2.508  0.633  3.378
H  -5.203  -0.844  1.243
H  -4.796  0.444  2.401
H  -5.002  -1.207  2.956
H  -1.879  2.429  1.609
H  -3.561  2.282  2.167
H  -3.032  3.728  1.309
H  -1.482  2.605  -0.976
H  -2.893  3.594  -1.348
H  -2.756  1.982  -2.046
H  -5.289  1.346  0.566
H  -4.994  1.481  -1.184
H  -5.220  2.922  -0.200
C  2.214  -3.173  2.149
C  0.749  -2.829  1.969
O  0.459  -2.347  0.641
H  2.381  -3.595  3.139
H  2.833  -2.282  2.058
H  2.533  -3.907  1.406
H  0.450  -2.029  2.645
H  0.124  -3.705  2.169
H  0.934  -2.900  0.009

These are the Mulliken partial charges, in e, on atoms 1 to 4: atom 1 (Ir): 4.1127, atom 2 (O): -0.7170, atom 3 (C): -0.5809, atom 4 (O): -1.0676

***

This record from OMol25 describes a cluster of 2 separate species, C3H10N2O3 in total. The level of theory is ωB97M-V/def2-TZVPD.

Its structure (SMILES) is CC(=O)NO.CNO. Its total charge is 0. The calculation puts the energy above the lowest of the compared OMol25 structures with the same formula, charge and spin at 126.2 kcal per mole. The spin multiplicity is 1. The calculation puts the electronic energy at -455.370476 Eh. Its HOMO-LUMO gap is 9.85 eV.

Atoms and positions in Å:
C  1.533  0.714  -0.934
C  0.812  0.209  0.296
O  0.743  0.898  1.339
N  1.018  -1.294  0.483
O  0.984  -1.677  1.836
H  2.597  0.772  -0.708
H  1.373  0.079  -1.805
H  1.187  1.721  -1.164
H  1.855  -1.678  0.056
H  0.530  -0.888  2.239
C  -1.930  0.401  -0.986
N  -1.112  -0.263  0.011
O  -1.632  -0.008  1.312
H  -1.641  0.055  -1.977
H  -1.806  1.483  -0.900
H  -2.987  0.193  -0.812
H  -0.566  -1.346  0.043
H  -0.959  0.627  1.671

These are the Mulliken partial charges, in e, on atoms 1 to 4: atom 1 (C): -1.5232, atom 2 (C): 0.8217, atom 3 (O): -0.7854, atom 4 (N): -0.2681

***

This record from OMol25 describes the ion C3H10NOS2 with charge +1. The level of theory is ωB97M-V/def2-TZVPD.

Its structure (SMILES) is C[C@@](O)(S)[C@@H]([NH3+])S. Its total charge is +1. The calculation puts the energy above the lowest of the compared OMol25 structures with the same formula, charge and spin at 44.4 kcal per mole. The spin multiplicity is 1. The calculation puts the electronic energy at -1046.355155 Eh. Its HOMO-LUMO gap is 10.16 eV.

Atoms and positions in Å:
C  -1.078  0.973  0.281
C  0.369  0.719  0.066
O  0.343  0.084  -1.493
S  1.619  2.056  0.128
C  0.973  -0.579  0.727
N  0.161  -1.783  0.247
S  2.577  -0.966  -0.066
H  -1.360  1.020  1.346
H  -1.603  0.116  -0.188
H  -1.369  1.895  -0.367
H  0.123  0.841  -2.072
H  0.772  2.953  -0.094
H  1.022  -0.299  1.838
H  -0.778  -1.887  0.748
H  -0.212  -1.640  -0.705
H  0.728  -2.673  0.229
H  2.447  0.003  -1.115

These are the Mulliken partial charges, in e, on atoms 1 to 4: atom 1 (C): -1.0593, atom 2 (C): -0.1110, atom 3 (O): -0.6019, atom 4 (S): 0.0331